This record from OMol25 describes an isolated ion of composition C26H45F13NOS and charge +1 at a distorted geometry. The level of theory is ωB97M-V with the def2-TZVPD basis set.

Each line ends with the Mulliken charge.
Geometry (Å):
C: 3.303 2.900 -1.730  -1.353
C: 2.354 1.906 -2.442  1.028
C: 1.131 2.551 -3.129  -1.786
C: -0.155 2.511 -2.281  0.962
C: -0.363 3.737 -1.375  -1.068
C: -1.745 3.725 -0.702  0.978
C: -1.861 4.665 0.508  -0.973
C: -2.990 4.339 1.510  -0.471
C: -4.214 3.629 0.930  -1.315
C: -4.144 2.124 0.610  -0.973
C: -3.397 1.176 1.585  -0.773
C: -2.374 0.297 0.856  0.866
C: -1.807 -0.848 1.724  -2.311
C: -0.538 -1.579 1.209  2.341
C: -0.702 -1.651 -0.333  -1.393
C: 0.159 -2.617 -1.161  -1.234
C: -0.315 -2.695 -2.615  0.762
F: -1.287 -1.809 -2.882  -0.256
F: -0.844 -3.921 -2.838  -0.377
C: 0.839 -2.570 -3.665  0.370
F: 0.425 -3.046 -4.801  -0.264
F: 1.832 -3.320 -3.230  -0.258
S: 1.506 -0.819 -4.017  1.397
F: 2.134 -1.311 -5.372  -0.370
F: 0.136 -0.465 -4.726  -0.328
F: 0.914 -0.285 -2.608  -0.054
F: 2.875 -1.120 -3.267  -0.345
F: 2.013 0.635 -4.312  -0.362
C: -0.446 -2.967 1.885  -1.276
F: -0.826 -2.829 3.227  -0.472
C: 1.013 -3.405 1.878  1.427
C: 1.349 -4.503 2.913  -0.862
C: 2.161 -5.674 2.337  -0.936
C: 3.427 -5.249 1.627  0.909
F: 3.953 -4.129 2.171  -0.284
F: 3.209 -4.950 0.333  -0.283
F: 4.365 -6.169 1.664  -0.280
C: 1.731 -2.079 2.141  -1.180
N: 0.850 -0.965 1.577  0.598
C: 0.944 0.201 2.529  -0.752
C: 0.756 1.589 1.908  0.202
O: -0.280 2.327 2.507  -0.358
H: 4.328 2.820 -2.105  0.403
H: 2.985 3.937 -1.886  0.296
H: 3.347 2.728 -0.649  0.204
H: 2.920 1.329 -3.181  0.590
H: 2.000 1.170 -1.704  -0.889
H: 1.366 3.604 -3.335  0.782
H: 0.952 2.086 -4.105  0.307
H: -1.042 2.366 -2.913  0.660
H: -0.099 1.616 -1.639  -1.158
H: 0.401 3.725 -0.581  0.246
H: -0.202 4.654 -1.955  0.537
H: -1.940 2.688 -0.399  -1.105
H: -2.492 4.015 -1.453  0.629
H: -0.904 4.660 1.044  0.177
H: -1.992 5.690 0.138  0.470
H: -2.574 3.787 2.360  0.140
H: -3.344 5.289 1.930  0.459
H: -5.060 3.784 1.614  0.446
H: -4.492 4.149 0.002  0.308
H: -3.747 1.970 -0.403  0.625
H: -5.181 1.771 0.561  0.590
H: -2.933 1.694 2.426  0.520
H: -4.147 0.494 2.015  0.411
H: -2.921 -0.176 0.029  0.602
H: -1.587 0.906 0.401  -1.062
H: -1.723 -0.577 2.778  0.217
H: -2.559 -1.648 1.690  0.762
H: -1.755 -1.897 -0.504  0.730
H: -0.538 -0.640 -0.725  -0.277
H: 0.123 -3.635 -0.781  0.934
H: 1.209 -2.302 -1.157  0.341
H: -1.121 -3.696 1.422  0.647
H: 1.329 -3.737 0.895  -0.175
H: 1.888 -4.080 3.768  0.372
H: 0.419 -4.918 3.315  0.364
H: 1.551 -6.258 1.641  0.318
H: 2.465 -6.341 3.151  0.473
H: 1.788 -1.917 3.220  0.580
H: 2.710 -1.994 1.667  0.267
H: 1.237 -0.626 0.693  0.198
H: 1.954 0.130 2.945  0.607
H: 0.238 0.032 3.345  0.540
H: 0.501 1.507 0.846  -0.719
H: 1.702 2.143 1.969  0.402
H: -0.151 2.360 3.466  0.341

Kohn-Sham gap = 9.94 eV
Highest occupied orbital energy = -12.54 eV
Total charge = +1
Spin multiplicity = 1


This record from OMol25 describes C26H46GaOP2 as an isolated structure at a distorted geometry. The level of theory is ωB97M-V with the def2-TZVPD basis set.

Each line ends with the Mulliken charge.
Geometry (Å):
Ga: 3.156 0.096 -0.196  0.269
C: -1.639 3.642 0.907  0.653
C: -1.758 3.430 -0.492  0.465
C: -3.772 2.896 0.481  0.703
C: -2.880 3.310 1.505  0.590
C: -3.075 2.972 -0.755  0.307
C: -0.458 4.160 1.633  -1.702
H: 0.371 4.360 0.946  0.393
H: -0.105 3.444 2.390  0.322
H: -0.696 5.099 2.158  0.404
C: -3.223 3.410 2.943  -1.491
H: -2.349 3.720 3.526  0.414
H: -3.579 2.448 3.340  0.288
H: -4.021 4.148 3.111  0.353
C: -5.182 2.513 0.678  -1.458
H: -5.817 3.397 0.854  0.331
H: -5.300 1.850 1.548  0.308
H: -5.575 1.994 -0.205  0.364
C: -3.658 2.698 -2.090  -1.759
H: -4.176 3.584 -2.490  0.305
H: -4.391 1.884 -2.040  0.425
H: -2.878 2.421 -2.808  0.365
C: -0.717 3.712 -1.505  -1.293
H: -0.735 4.767 -1.823  0.303
H: -0.868 3.098 -2.402  0.360
H: 0.286 3.503 -1.111  0.149
C: 3.807 -2.249 0.507  -0.713
C: 4.574 -0.974 0.201  0.370
C: 5.353 -0.887 -1.131  -1.311
C: 4.407 -0.624 -2.358  -0.946
C: 2.962 -0.428 -1.915  -0.123
C: 2.226 -1.564 -1.282  0.288
C: 2.888 -2.930 -1.707  -1.015
C: 3.941 -3.295 -0.649  -0.871
H: 5.999 -1.756 -1.316  0.355
H: 4.538 -1.418 -3.110  0.338
H: 6.042 -0.033 -1.064  0.400
H: 4.943 -3.326 -1.071  0.338
H: 4.140 -2.651 1.470  0.653
H: 5.168 -0.606 1.045  0.663
H: 3.771 -4.303 -0.245  0.387
H: 2.132 -3.728 -1.773  0.250
H: 1.156 -1.535 -1.512  -0.384
H: 3.319 -2.877 -2.707  0.460
H: 4.736 0.294 -2.859  0.394
H: 2.354 0.217 -2.555  0.724
P: 1.857 -2.476 0.750  0.313
P: -1.593 -2.417 -0.193  1.459
C: 0.803 -3.909 0.695  -0.967
C: -0.450 -3.830 -0.235  -1.110
H: 0.493 -4.098 1.733  0.560
H: 1.421 -4.776 0.399  0.525
H: -0.125 -3.958 -1.282  0.410
H: -1.068 -4.711 0.000  0.606
C: -3.236 -3.046 -0.563  -1.491
H: -3.873 -2.238 -0.943  0.423
H: -3.687 -3.471 0.343  0.418
H: -3.160 -3.829 -1.329  0.460
C: -1.238 -1.111 -1.379  -1.421
H: -0.922 -1.560 -2.332  0.558
H: -0.449 -0.431 -1.025  0.204
H: -2.139 -0.510 -1.572  0.553
C: 1.623 -1.463 2.196  -1.270
H: 1.557 -0.397 1.936  0.132
H: 2.481 -1.625 2.866  0.424
H: 0.697 -1.767 2.694  0.503
C: 2.356 1.643 0.676  -1.356
H: 1.376 1.444 1.134  0.306
H: 2.227 2.392 -0.123  0.231
H: 3.068 2.024 1.428  0.344
C: -2.431 -0.235 1.522  -0.823
C: -1.791 -1.595 1.468  0.416
O: -1.425 -2.261 2.447  -0.633
H: -2.065 0.312 2.400  0.352
H: -3.527 -0.333 1.592  0.312
H: -2.196 0.351 0.625  -0.064

Kohn-Sham gap (alpha / beta) = 6.53 / 4.19 eV
Highest occupied orbital energy (alpha / beta) = -9.33 / -7.79 eV
Total charge = +1
Spin multiplicity = 1


> Which value of spin multiplicity does entry 2 give?

1


> total charge of number 2 (C26H46GaOP2)?

+1


> What is the spin multiplicity in the second record?

1